Version 1
Entry from OMol25: the ion C4H6NO2 with charge -1 (wB97M-V/def2-TZVPD).

Results
Total charge: -1
SMILES string: C=C1[C@H](O)CN1[O-]
M, g mol⁻¹: 100.097
HOMO energy, eV: -1.64
LUMO level, eV: 3.92
Multiplicity: 1
HOMO-LUMO gap, eV: 5.551

The geometry in XYZ format:
```
13
Properties=species:S:1:pos:R:3:mulliken_charge:R:1
C 0.3423 0.6053 -0.0905 0.085
C 0.2217 1.9394 0.0648 -1.087
C 0.3997 -1.4967 -0.2214 -0.538
C -0.7542 -0.4180 -0.4203 0.044
N 1.3373 -0.2657 0.0196 0.363
O 2.6742 -0.2789 0.1765 -0.858
O -1.8836 -0.5251 0.5561 -0.642
H 0.8865 2.6665 0.4252 0.334
H -0.7914 2.3285 0.0675 0.261
H 0.1559 -2.0739 0.6346 0.255
H 0.6687 -2.1214 -1.1466 0.227
H -1.2394 -0.5551 -1.3403 0.223
H -2.0177 0.1952 1.2747 0.334
```


Version 2
Entry from OMol25: the ion C4H6NO2 with charge -1 (wB97M-V/def2-TZVPD).

Results
Total charge: -1
M, g mol⁻¹: 100.097
HOMO energy (alpha / beta), eV: -1.81 / -1.94
LUMO level (alpha / beta), eV: 4.28 / 4.35
Multiplicity: 1
HOMO-LUMO gap (alpha / beta), eV: 6.082 / 6.290

The geometry in XYZ format:
```
13
Properties=species:S:1:pos:R:3:mulliken_charge:R:1
C -0.3435 0.8875 -0.0051 -0.126
C 0.3080 2.0317 -0.0281 -0.845
C 0.0593 -0.5151 0.3334 -0.455
C -1.0458 -1.3682 -0.1998 -0.467
N -2.5622 0.3868 -0.4045 -0.023
O -3.4375 0.9966 0.2525 -0.515
O -2.2996 -0.9528 0.1565 -0.208
H -0.1057 2.9247 -0.3875 0.256
H 1.4285 2.1537 0.1189 0.289
H 0.8640 -0.7082 -0.4601 0.195
H 0.2841 -0.7869 1.4249 0.280
H -0.7702 -1.2721 -1.1793 0.320
H -1.1157 -2.4278 0.1917 0.299
```


version 1 has the most favorable energy; the next structure is 205.0 kJ/mol above.


Version 1
Entry from OMol25: a structure of composition C3H6BrNO2S (wB97M-V/def2-TZVPD).

Results
Total charge: 0
M, g mol⁻¹: 200.057
HOMO energy, eV: -10.12
LUMO level, eV: 0.47
Multiplicity: 1
HOMO-LUMO gap, eV: 10.592

The geometry in XYZ format:
```
14
Properties=species:S:1:pos:R:3:mulliken_charge:R:1
C -0.7139 1.4504 -0.0470 -0.556
C -0.2890 1.3263 1.3847 -0.536
C 0.3798 0.5480 0.2256 0.269
N 0.4924 -1.8730 -1.5476 -0.553
O 0.7259 -2.2526 0.9634 -0.564
O -1.3630 -1.3103 -0.0254 -0.655
S 0.0815 -1.3913 0.0092 1.038
Br 2.1516 0.7434 -0.2762 -0.140
H -1.6990 0.9256 -0.0360 0.207
H -0.5942 2.3484 -0.5601 0.349
H 0.4012 1.8868 1.9924 0.290
H -0.7971 0.6526 2.0296 0.254
H 1.4233 -1.3844 -1.8041 0.286
H -0.1996 -1.6699 -2.3085 0.310
```


Version 2
Entry from OMol25: a cluster of 2 separate species, C3H6BrNO2S in total (wB97M-V/def2-TZVPD).

Results
Total charge: 0
SMILES string: C=[S@@](N)(=O)O.C#CBr
M, g mol⁻¹: 200.057
HOMO energy, eV: -8.82
LUMO level, eV: 0.40
Multiplicity: 1
HOMO-LUMO gap, eV: 9.227

The geometry in XYZ format:
```
14
Properties=species:S:1:pos:R:3:mulliken_charge:R:1
C -2.0011 1.9263 0.1247 -0.050
C -2.7234 1.0989 -0.3540 -0.389
C 0.3792 -1.1839 -1.0000 -0.804
N 2.3096 -0.4562 0.4842 -0.459
O 0.6522 1.3152 -0.1691 -0.593
O 0.1278 -0.1840 1.6763 -0.492
S 0.7649 -0.0795 0.1016 1.001
Br -3.9207 -0.2827 -0.2648 -0.014
H -1.3920 2.8005 0.3440 0.439
H -0.3440 0.6250 1.8537 0.354
H -0.6845 -1.0747 -1.3012 0.216
H 0.6726 -2.0940 -0.6530 0.367
H 3.1066 0.1063 0.3437 0.225
H 2.4392 -1.5031 0.4435 0.200
```


version 1 has the most favorable energy; the next structure is 312.1 kJ/mol above.


Version 1
Entry from OMol25: the ion C4H8NS with charge +1 (wB97M-V/def2-TZVPD).

Results
Total charge: +1
M, g mol⁻¹: 102.182
HOMO energy (alpha / beta), eV: -12.42 / -12.41
LUMO level (alpha / beta), eV: -4.76 / -4.76
Multiplicity: 1
HOMO-LUMO gap (alpha / beta), eV: 7.655 / 7.648

The geometry in XYZ format:
```
14
Properties=species:S:1:pos:R:3:mulliken_charge:R:1
C -2.5304 0.0107 0.1707 0.101
C -1.2976 -0.9008 0.2941 -0.075
C -0.7678 1.4409 0.0908 -0.723
C 0.9515 -0.2703 -0.3834 -1.053
N -0.2158 0.0413 0.4229 0.053
S -3.9996 0.0847 -0.1554 -0.179
H -1.4582 -1.4944 1.1830 0.309
H -1.1897 -1.6634 -0.5886 0.340
H -0.6557 1.5975 -0.9624 0.287
H -0.8837 2.2244 0.8279 0.317
H 0.8625 0.1946 -1.4113 0.329
H 1.7236 0.2641 0.0492 0.435
H 1.0067 -1.3025 -0.4978 0.432
H 0.2669 0.0213 1.3982 0.427
```


Version 2
Entry from OMol25: the ion C4H8NS with charge +1 (wB97M-V/def2-TZVPD).

Results
Total charge: +1
SMILES string: [NH3+][C@@H]1C[C@H]1C=S
M, g mol⁻¹: 102.182
HOMO energy, eV: -12.67
LUMO level, eV: -4.31
Multiplicity: 1
HOMO-LUMO gap, eV: 8.364

The geometry in XYZ format:
```
14
Properties=species:S:1:pos:R:3:mulliken_charge:R:1
C -2.0685 -0.5849 -0.0148 -0.442
C 0.5948 -1.2832 -0.0415 -0.585
C -0.5522 -0.4140 -0.5732 -0.145
C 0.3924 0.1538 0.4135 -0.223
N 1.3391 1.2545 -0.0171 -0.361
S -2.9277 0.8124 0.3024 -0.109
H -2.4751 -1.6743 0.0299 0.307
H 0.1364 -1.8912 0.7723 0.275
H 1.4322 -1.8204 -0.5024 0.318
H -0.5015 0.1642 -1.4864 0.450
H 0.1202 0.3610 1.4588 0.365
H 0.7054 2.1389 -0.0089 0.410
H 1.7589 1.1596 -0.9624 0.369
H 2.0456 1.6235 0.6299 0.369
```


version 2 has the most favorable energy; the next structure is 178.1 kJ/mol above.


Version 1
Entry from OMol25: the ion C4H8NS with charge +1 (wB97M-V/def2-TZVPD).

Results
Total charge: +1
M, g mol⁻¹: 102.182
HOMO energy (alpha / beta), eV: -12.84 / -12.84
LUMO level (alpha / beta), eV: -5.41 / -5.42
Multiplicity: 1
HOMO-LUMO gap (alpha / beta), eV: 7.429 / 7.426

The geometry in XYZ format:
```
14
Properties=species:S:1:pos:R:3:mulliken_charge:R:1
C 2.1320 0.6422 0.0781 -0.218
C 1.0522 1.4242 -0.4741 -0.235
C -0.2617 0.8357 -0.2259 0.116
C -1.6437 -0.9979 0.4772 -0.818
N -0.5089 -0.4783 -0.3422 -0.143
S 2.3709 -0.8423 0.5451 -0.025
H 1.1811 2.4138 0.0507 0.322
H 1.4141 1.6459 -1.5093 0.337
H -0.9166 1.3855 0.5039 0.238
H -1.2535 -1.9319 1.0329 0.268
H -2.0138 -0.2528 1.1228 0.344
H -2.4725 -1.3976 -0.1675 0.328
H -0.3394 -0.9603 -1.1612 0.392
H 1.2599 -1.4863 0.0695 0.094
```


Version 2
Entry from OMol25: a cluster of 2 separate species, C4H8NS in total (wB97M-V/def2-TZVPD).

Results
Total charge: +1
M, g mol⁻¹: 102.182
HOMO energy (alpha / beta), eV: -12.36 / -12.36
LUMO level (alpha / beta), eV: -4.47 / -4.46
Multiplicity: 1
HOMO-LUMO gap (alpha / beta), eV: 7.892 / 7.894

The geometry in XYZ format:
```
14
Properties=species:S:1:pos:R:3:mulliken_charge:R:1
C -2.4181 0.8736 -0.6164 -0.385
C -1.7279 1.1833 0.3109 -0.445
C 2.4469 1.1447 0.5289 -0.385
C 0.5023 -0.5386 -0.0594 -0.614
N -0.4971 -1.2574 -0.8060 -0.141
S 2.0194 -0.0541 -0.5093 0.131
H -3.1753 0.5917 -1.2812 0.532
H 1.5671 1.5004 1.1700 0.150
H -1.1873 1.8106 1.0123 0.414
H 3.5397 1.3915 0.6728 0.317
H 0.0166 -0.1028 0.7217 0.507
H -0.8497 -2.0460 -0.2572 0.382
H -0.1778 -1.3865 -1.7451 0.369
H -1.3281 -0.5669 -0.9475 0.168
```


version 1 has the most favorable energy; the next structure is 138.8 kJ/mol above.